a) The following is a DFT calculation (ωB97M-V with the def2-TZVPD basis set) of a structure of composition C6H18N2O.

Cartesian coordinates (Å):
C  -1.961  -1.250  -0.307
C  -3.039  1.104  0.817
C  -1.909  -1.050  -1.726
O  -1.993  0.567  0.044
H  -2.903  -1.563  0.134
H  -1.050  -1.511  0.229
H  -2.909  0.849  1.876
H  -4.022  0.723  0.498
H  -3.042  2.194  0.729
H  -0.930  -1.137  -2.186
H  -2.759  -1.409  -2.298
H  -2.004  0.181  -1.386
C  1.591  0.330  -0.742
C  2.301  -1.345  0.902
C  2.684  1.380  -0.505
N  1.220  -0.514  0.402
N  0.622  0.196  1.485
H  1.192  0.997  1.765
H  -0.280  0.532  1.151
H  0.674  0.827  -1.071
H  1.902  -0.341  -1.548
H  2.731  -1.916  0.077
H  3.112  -0.775  1.380
H  1.893  -2.035  1.640
H  3.634  0.920  -0.233
H  2.406  2.079  0.286
H  2.838  1.966  -1.412

b) The following is a DFT calculation (ωB97M-V with the def2-TZVPD basis set) of a cluster of 2 separate species, C6H18N2O in total.

Structure (SMILES) ... CCNCCN(C)C.O

Cartesian coordinates (Å):
C  -1.936  -1.006  -2.034
C  -2.304  0.378  -1.508
N  -1.575  0.784  -0.285
C  -0.222  1.276  -0.583
C  0.557  1.427  0.748
N  1.169  0.101  1.081
C  2.635  0.191  1.161
C  0.605  -0.452  2.355
H  -0.884  -1.072  -2.454
H  -2.604  -1.331  -2.879
H  -1.981  -1.790  -1.323
H  -2.133  1.127  -2.266
H  -3.448  0.456  -1.255
H  -1.537  0.042  0.342
H  -0.372  2.320  -1.047
H  0.341  0.592  -1.236
H  1.368  2.271  0.604
H  -0.163  1.780  1.569
H  3.047  0.748  2.070
H  3.105  0.687  0.299
H  2.985  -0.858  1.202
H  1.060  -1.479  2.517
H  -0.525  -0.579  2.224
H  0.789  0.170  3.236
O  0.706  -2.058  -0.865
H  0.592  -1.277  -0.348
H  1.542  -2.412  -0.741

Most stable: b) (next structure +2.864 eV)

a) The following is a DFT calculation (ωB97M-V with the def2-TZVPD basis set) of a cluster of 2 separate species, C2H3O2S2 in total.

Charge ... -1

Cartesian coordinates (Å):
C  2.488  0.887  -0.115
C  -0.009  0.064  -0.278
O  3.716  -1.025  1.289
O  3.440  -1.662  -0.957
S  2.493  2.428  0.200
S  3.856  -0.589  -0.119
H  0.214  -0.690  -0.976
H  -0.283  -0.094  0.827
H  -0.682  0.767  -0.588

b) The following is a DFT calculation (ωB97M-V with the def2-TZVPD basis set) of a cluster of 3 separate species, C2H3O2S2 in total.

Charge ... -1

Cartesian coordinates (Å):
C  -3.352  0.724  0.174
C  -2.277  0.207  0.261
O  4.018  -1.263  0.388
O  0.332  -0.987  -0.011
S  3.388  1.490  0.087
S  3.158  -0.368  -0.394
H  -4.295  1.186  0.134
H  0.338  -0.735  -0.936
H  -1.309  -0.254  0.297

Most stable: b) (next structure +0.979 eV)